Entry from the Open Molecules 2025 dataset: one molecule with the formula C25H30N2O6 (ωB97M-V/def2-TZVPD).

Properties
* multiplicity: 1
* LUMO: 0.0129 hartree
* DFT total energy: -41676.7812 eV
* frontier orbital gap: 8.126 eV
* ΔE to the lowest compared entry with this formula, charge and spin: 3.0366 eV

Each line ends with the natural charge from an NBO analysis.
Atoms and positions in Å:
C 4.07 -5.25 -0.12  -0.64
C 3.98 -4.62 -1.51  -0.06
O 2.81 -3.86 -1.69  -0.48
C 2.71 -2.62 -1.14  0.27
C 3.71 -1.95 -0.46  -0.30
C 3.50 -0.67 0.04  -0.18
C 2.28 -0.03 -0.16  -0.11
C 2.08 1.32 0.33  -0.07
C 1.23 2.21 -0.19  -0.35
C 1.04 3.52 0.45  0.65
O 1.73 3.90 1.39  -0.63
N -0.01 4.28 0.00  -0.46
C -0.20 5.60 0.59  -0.22
C 0.39 6.71 -0.28  -0.62
C -0.80 3.95 -1.16  -0.31
C -1.56 2.62 -1.08  0.68
O -1.92 2.05 -2.08  -0.62
N -1.79 2.20 0.19  -0.60
C -2.31 0.97 0.62  0.14
C -3.00 0.12 -0.24  -0.26
C -3.46 -1.10 0.23  -0.24
C -3.26 -1.47 1.56  0.26
C -2.61 -0.59 2.43  0.22
C -2.12 0.61 1.95  -0.27
O -2.43 -0.88 3.75  -0.48
C -3.22 -1.95 4.20  -0.10
C -3.17 -3.11 3.20  -0.10
O -3.72 -2.70 1.97  -0.50
C 1.26 -0.71 -0.84  -0.29
C 1.45 -1.99 -1.31  0.34
O 0.51 -2.75 -1.94  -0.50
C -0.77 -2.21 -2.18  -0.07
C -0.81 -1.25 -3.37  -0.64
H 4.11 -4.49 0.65  0.21
H 4.96 -5.87 -0.06  0.21
H 3.20 -5.87 0.05  0.22
H 3.91 -5.40 -2.27  0.19
H 4.87 -4.01 -1.72  0.17
H 4.68 -2.41 -0.31  0.22
H 4.29 -0.17 0.56  0.21
H 2.67 1.62 1.19  0.23
H 0.67 1.98 -1.08  0.21
H -1.27 5.76 0.74  0.19
H 0.30 5.59 1.56  0.24
H 1.45 6.54 -0.41  0.22
H 0.24 7.67 0.21  0.22
H -0.09 6.74 -1.26  0.20
H -0.21 3.93 -2.08  0.23
H -1.56 4.73 -1.29  0.24
H -1.37 2.76 0.93  0.41
H -3.16 0.39 -1.27  0.25
H -3.98 -1.78 -0.42  0.23
H -1.60 1.26 2.63  0.22
H -2.82 -2.25 5.17  0.20
H -4.27 -1.63 4.32  0.18
H -3.77 -3.95 3.54  0.20
H -2.13 -3.42 3.07  0.18
H 0.31 -0.22 -0.94  0.23
H -1.17 -1.73 -1.28  0.18
H -1.39 -3.09 -2.40  0.19
H -1.83 -0.92 -3.54  0.22
H -0.20 -0.38 -3.19  0.21
H -0.45 -1.75 -4.26  0.21